Record 1
A structure of composition C30H36GeN2O2P2Tc. Source: the Open Molecules 2025 dataset; level of theory: ωB97M-V with the def2-TZVPD basis set.

## Properties
Spin multiplicity: 2
Frontier orbital gap (spin up / spin down), Eh: 0.231 / 0.262
Relative energy (zero: lowest compared OMol25 entry of this formula, charge and spin), kJ/mol: 87.0
HOMO (spin up / spin down), eV: -5.64 / -6.73
Net charge: 0

Geometry (Å):
Tc  0.634  1.256  -1.626
C  -1.096  4.214  -2.239
P  -0.742  2.979  -0.924
C  -2.415  2.789  -0.218
C  0.081  4.082  0.334
C  1.083  3.270  1.146
P  1.973  2.110  0.013
C  2.848  1.031  1.193
C  3.346  3.175  -0.582
H  -1.539  5.122  -1.823
H  -1.788  3.780  -2.963
H  -0.177  4.477  -2.765
H  -2.936  3.748  -0.190
H  -2.341  2.396  0.794
H  -2.983  2.077  -0.817
H  -0.660  4.572  0.970
H  0.598  4.868  -0.225
H  0.562  2.653  1.879
H  1.792  3.903  1.687
H  3.386  1.616  1.943
H  3.556  0.403  0.651
H  2.131  0.372  1.683
H  3.933  3.571  0.250
H  2.940  4.009  -1.157
H  3.990  2.598  -1.245
C  3.894  -0.975  -5.492
N  2.930  -1.195  -4.424
C  2.513  -2.449  -4.080
C  1.628  -2.655  -3.085
C  1.149  -1.493  -2.414
O  0.310  -1.586  -1.443
N  1.548  -0.272  -2.756
C  2.460  -0.065  -3.759
O  2.852  1.047  -4.069
H  4.126  -1.930  -5.956
H  4.803  -0.527  -5.094
H  3.479  -0.294  -6.233
H  2.938  -3.258  -4.658
H  1.288  -3.638  -2.805
C  -0.105  -0.231  -0.780
Ge  -0.942  -1.045  0.784
C  -1.890  0.161  1.997
C  -3.280  0.250  1.984
C  -3.948  1.125  2.832
C  -3.230  1.927  3.707
C  -1.845  1.835  3.750
C  -1.186  0.950  2.907
C  0.374  -1.967  1.917
C  0.058  -2.231  3.252
C  0.946  -2.903  4.081
C  2.175  -3.319  3.587
C  2.506  -3.063  2.264
C  1.611  -2.394  1.439
C  -2.261  -2.343  0.146
C  -2.563  -3.503  0.856
C  -3.530  -4.388  0.395
C  -4.212  -4.120  -0.783
C  -3.919  -2.969  -1.502
C  -2.948  -2.091  -1.041
H  -3.851  -0.367  1.299
H  -5.029  1.182  2.807
H  -3.749  2.614  4.364
H  -1.281  2.446  4.444
H  -0.106  0.862  2.970
H  -0.893  -1.900  3.656
H  0.682  -3.099  5.113
H  2.872  -3.840  4.231
H  3.465  -3.383  1.874
H  1.884  -2.195  0.409
H  -2.033  -3.728  1.775
H  -3.750  -5.288  0.955
H  -4.966  -4.808  -1.143
H  -4.444  -2.758  -2.426
H  -2.708  -1.204  -1.619


Record 2
A structure of composition C30H36N4O2TeY. Source: the Open Molecules 2025 dataset; level of theory: ωB97M-V with the def2-TZVPD basis set.

## Properties
Spin multiplicity: 1
Frontier orbital gap, Eh: 0.259
HOMO, eV: -15.57
Net charge: +3

Geometry (Å):
Y  -0.643  0.685  -0.382
C  -1.936  -1.903  1.075
O  -0.606  -1.574  0.604
C  0.355  -2.564  0.827
C  0.038  -3.909  0.812
C  1.039  -4.855  0.996
C  2.358  -4.468  1.178
C  2.675  -3.119  1.209
C  1.672  -2.176  1.060
N  2.011  -0.780  1.117
C  1.469  0.083  1.915
C  0.496  -0.209  2.941
C  0.730  -1.077  4.012
C  -0.226  -1.188  5.001
C  -1.411  -0.459  4.902
C  -1.671  0.361  3.814
C  -0.721  0.480  2.809
O  -0.947  1.129  1.648
H  -1.880  -2.316  2.081
H  -2.417  -2.599  0.391
H  -2.499  -0.968  1.116
H  -0.979  -4.236  0.646
H  0.780  -5.905  0.988
H  3.133  -5.208  1.311
H  3.694  -2.793  1.378
H  2.741  -0.439  0.474
H  1.752  1.120  1.729
H  1.669  -1.610  4.090
H  -0.050  -1.823  5.858
H  -2.153  -0.546  5.685
H  -2.611  0.892  3.732
Te  1.368  2.613  -1.316
C  3.002  1.295  -1.640
C  3.253  0.755  -2.896
C  4.358  -0.068  -3.092
C  5.217  -0.358  -2.041
C  4.991  0.210  -0.793
C  3.895  1.044  -0.595
H  2.613  0.995  -3.736
H  4.556  -0.465  -4.080
H  6.080  -0.989  -2.202
H  5.690  0.039  0.016
H  3.777  1.557  0.354
N  -1.866  -0.067  -2.427
C  -1.013  -1.239  -2.523
C  -1.541  -2.521  -2.525
C  -0.673  -3.603  -2.563
C  0.706  -3.411  -2.572
C  1.223  -2.127  -2.553
C  0.362  -1.031  -2.528
H  -2.843  -0.342  -2.483
H  -1.692  0.554  -3.217
H  -2.614  -2.680  -2.548
H  -1.078  -4.606  -2.605
H  1.368  -4.265  -2.615
H  2.292  -1.958  -2.596
H  0.769  -0.027  -2.632
N  -3.524  5.358  -0.145
C  -3.884  4.432  -1.275
C  -3.430  3.013  -0.959
N  -1.987  2.922  -0.654
C  -1.674  3.832  0.475
C  -2.057  5.274  0.193
H  -4.082  5.133  0.684
H  -3.769  6.320  -0.395
H  -3.388  4.823  -2.165
H  -4.961  4.480  -1.427
H  -3.674  2.387  -1.817
H  -3.980  2.618  -0.101
H  -1.466  3.245  -1.473
H  -0.608  3.791  0.695
H  -2.190  3.449  1.358
H  -1.515  5.680  -0.663
H  -1.870  5.910  1.057


Record 3
A structure of composition C30H36N4S6SbTc in a non-equilibrium geometry. Source: the Open Molecules 2025 dataset; level of theory: ωB97M-V with the def2-TZVPD basis set.

## Properties
Spin multiplicity: 1
Frontier orbital gap (spin up / spin down), Eh: 0.208 / 0.208
HOMO (spin up / spin down), eV: -7.56 / -7.57
Net charge: 0

Geometry (Å):
Tc  0.139  0.583  -0.419
C  2.707  -4.015  -0.530
C  2.617  -2.560  -1.004
C  3.267  -2.401  -2.382
C  3.249  -1.640  0.022
C  4.625  -1.615  0.196
C  5.213  -0.767  1.119
C  4.428  0.065  1.897
C  3.045  0.067  1.764
C  2.200  0.970  2.644
C  2.552  2.441  2.424
C  2.351  0.595  4.120
C  2.466  -0.795  0.821
N  1.047  -0.786  0.658
C  0.320  -1.677  1.332
C  -1.049  -1.486  1.196
N  -1.363  -0.439  0.446
C  -2.741  -0.151  0.242
C  -3.213  1.100  0.669
C  -4.571  1.366  0.576
C  -5.441  0.423  0.055
C  -4.953  -0.779  -0.424
C  -3.600  -1.090  -0.354
C  -3.102  -2.389  -0.963
C  -3.456  -2.463  -2.453
C  -3.674  -3.604  -0.225
C  -2.276  2.118  1.292
C  -2.562  3.542  0.826
C  -2.321  2.004  2.818
H  2.228  -4.683  -1.248
H  2.217  -4.141  0.438
H  3.750  -4.316  -0.423
H  1.564  -2.294  -1.107
H  4.282  -2.801  -2.392
H  3.313  -1.351  -2.672
H  2.687  -2.940  -3.134
H  5.249  -2.259  -0.410
H  6.289  -0.756  1.233
H  4.895  0.730  2.613
H  1.144  0.837  2.374
H  3.576  2.656  2.731
H  1.877  3.088  2.988
H  2.468  2.693  1.370
H  3.378  0.752  4.453
H  2.098  -0.454  4.282
H  1.695  1.210  4.739
H  0.782  -2.421  1.967
H  -1.812  -2.086  1.673
H  -4.959  2.314  0.925
H  -6.501  0.636  0.005
H  -5.641  -1.495  -0.857
H  -2.015  -2.419  -0.889
H  -4.535  -2.542  -2.597
H  -2.990  -3.342  -2.901
H  -3.102  -1.578  -2.980
H  -4.761  -3.626  -0.312
H  -3.422  -3.583  0.837
H  -3.281  -4.527  -0.655
H  -1.242  1.882  0.975
H  -3.504  3.917  1.227
H  -2.609  3.588  -0.262
H  -1.774  4.217  1.161
H  -3.332  2.204  3.175
H  -1.641  2.722  3.280
H  -2.040  0.999  3.142
S  -1.008  0.472  -2.418
C  0.195  0.677  -3.662
C  -0.257  0.587  -5.009
N  -0.649  0.516  -6.087
C  1.496  0.916  -3.369
S  2.017  1.053  -1.702
C  2.495  1.053  -4.368
N  3.330  1.179  -5.150
S  -0.453  4.609  -2.656
Sb  0.326  6.824  -1.728
S  0.810  4.071  -1.107
S  2.581  3.433  -1.801
S  -1.115  7.160  -0.055


What E values result from the calculations? In sequence: -4265.1837, -1839.8324, -4093.9599 a.u..